92
Properties=species:S:1:pos:R:3 method="wB97M-V/def2-TZVPD" e_tot_ha=-5489.7743 e_above_lowest_kj_mol=70.8 lumo_ha=0.0086
H -6.8426 0.7548 -1.7879
C 3.7818 5.3451 -2.2654
C -4.5261 2.7224 -0.0365
H 0.8203 -1.3139 -3.0243
H 1.8332 -4.4428 3.7303
S -6.1779 2.7978 -0.5893
H -1.5843 -3.0848 0.6586
H -0.1995 -5.6791 3.5974
C -4.2259 0.0796 3.1887
C 1.8457 -1.5699 -3.2694
C 1.2828 -3.5198 3.5419
H -0.2321 2.1296 2.5488
C 0.4983 -2.0316 1.8653
C -0.7450 -4.7533 3.4091
N -0.0693 -3.6518 4.1081
C 2.8193 -1.6938 -0.9292
N -3.6431 -0.5196 1.9716
H 6.2888 4.3446 -2.0901
N -0.8220 -4.5302 1.9603
C 4.2176 3.9129 -2.5765
H 2.9026 5.6315 -2.8505
H 1.9562 -2.6621 -3.2889
H 0.4985 -4.1693 0.3720
N -3.9513 3.7502 0.6134
H -1.8137 -2.5040 4.2338
N -3.9304 1.5852 -0.3330
H 1.0993 -5.2957 1.6098
C 0.5475 -4.3687 1.4445
C 3.3734 1.5251 -2.3360
C 2.8334 -0.9446 -2.2688
C 4.4917 3.8081 -4.0871
H 1.6088 4.2959 -1.5909
H -0.8951 -3.0046 -2.4520
H -4.6050 -0.6758 3.8792
N -0.8818 -2.1236 2.3860
C 1.1853 0.8788 -1.4709
H -4.3607 -0.9539 1.4023
H -2.5536 -3.3732 2.1223
H 0.4562 -1.8192 0.7974
H 4.3838 -2.1779 -3.0885
H 1.7985 -2.6968 4.0401
C -1.5367 -3.2722 1.7315
H 4.8723 2.8186 -4.3535
H -5.8950 -1.5482 -2.5584
C -4.7843 0.7368 -1.0341
H -2.2230 0.4539 3.8911
H 1.8587 -1.5823 -0.4316
O -3.9541 3.1604 3.4427
C 2.4612 0.5258 -2.0299
C 0.9825 2.2670 -1.4020
O 0.4563 1.4544 2.3985
H -0.5013 -1.5470 -1.6006
Br -0.7321 2.9152 -0.8105
C 5.5138 3.6252 -1.8070
O 0.3079 0.0102 -1.0252
H 4.3273 -0.5717 -3.8216
C 1.8927 3.2585 -1.7235
C -3.0946 2.3151 3.2045
O -2.1694 2.4188 2.2948
C -0.8025 -2.4150 3.8282
H -3.5070 1.1313 4.9282
H 5.2338 4.5528 -4.3951
H 3.0200 -2.7617 -1.0755
H -5.0709 0.7004 2.8936
H 5.0179 -0.7929 -2.1967
H 3.5500 5.4707 -1.2034
Pb -1.6864 0.6093 0.5511
C -4.8648 -1.4972 -2.2367
C -6.0213 1.2173 -1.2604
H 0.3976 0.8878 3.1773
N -2.8914 -0.7712 -1.2947
H 3.5723 3.9800 -4.6532
C 3.1422 2.8974 -2.1867
H -3.2145 3.4877 1.2785
H 3.5887 -1.2892 -0.2672
H 4.3355 1.2264 -2.7337
N -1.1874 -2.2883 -1.8121
H -1.7564 -4.8556 3.8051
C -4.2366 -0.5374 -1.5257
C -2.4748 -1.8679 -1.8715
H -0.2975 -1.5866 4.3290
H 5.3461 3.7035 -0.7292
C 4.2263 -1.1160 -2.8785
H 4.5901 6.0359 -2.5186
H -2.9693 -1.2375 2.2211
H 2.0466 -1.1888 -4.2756
N 1.2562 -3.2627 2.0983
H -4.5561 4.4812 0.9418
H 5.8936 2.6227 -2.0180
S -3.7434 -2.7369 -2.6830
C -3.1932 0.9617 3.8996
H 1.0106 -1.2011 2.3526